The following is a DFT calculation (ωB97M-V/def2-TZVPD) of an isolated molecule of C6H9Cl.

Last column: Mulliken charge in e.
Positions of all 16 atoms, in Å:
C 0.100601 -0.120395 -0.002658  0.896
C -0.102466 1.008174 -1.001101  -0.589
C -0.955779 1.734356 0.001372  -0.569
C -0.334988 0.909469 1.093991  -0.702
C 1.436138 -0.739590 0.169476  -0.244
C 2.602669 -0.172037 -0.073761  -0.918
H -0.604326 0.775032 -1.937529  0.313
H 0.832726 1.589269 -1.193166  0.164
H -0.800343 2.788916 0.030844  0.333
H -1.998963 1.553384 -0.101352  0.254
H -1.048537 0.525010 1.855408  0.297
H 0.444935 1.479571 1.628952  0.278
H 1.424862 -1.760117 0.545760  0.284
H 2.720827 0.849843 -0.426222  0.170
H 3.572397 -0.621291 0.133957  0.265
Cl -1.236507 -1.347029 -0.097681  -0.230

Forces on the atoms, in the same order (eV/Å):
0.328 0.533 1.043
0.219 0.430 -1.406
-0.109 0.876 -0.044
-0.677 -0.252 1.719
0.127 -1.137 -0.078
0.700 0.745 0.015
0.329 -0.218 -0.177
-0.601 -0.733 0.106
0.037 0.840 0.194
-0.851 -0.254 -0.214
0.596 0.103 -0.421
0.143 -0.694 -0.466
0.011 0.084 0.057
-0.337 -0.060 -0.103
-0.432 -0.363 0.028
0.516 0.101 -0.254

Properties
- Relative energy (zero: lowest compared OMol25 entry of this formula, charge and spin): 45.2 kJ/mol
- Strongest force on any atom: 1.86 eV/Å